ORCA calculation (the ωB97M-V functional and the def2-TZVPD basis) on an isolated molecule of C4H7N3.

Last column: Löwdin charge in e.
Cartesian coordinates (Å):
C (-0.2358, -0.6540, 2.0965)  -0.12
N (-0.5345, -1.1112, 0.7592)  -0.04
C (-0.1363, -0.3597, -0.3240)  -0.39
N (-0.1265, -0.8693, -1.5347)  0.06
N (0.3362, 0.1459, -2.3478)  -0.06
C (0.5570, 1.2826, -1.6100)  -0.13
C (0.2636, 1.0224, -0.3131)  -0.02
H (-0.7373, 0.3022, 2.2833)  0.08
H (-0.6373, -1.3758, 2.8119)  0.08
H (0.8403, -0.5226, 2.2891)  0.08
H (-0.4521, -2.1038, 0.5963)  0.12
H (-0.3120, 0.3578, -3.0950)  0.13
H (0.9239, 2.1636, -2.1200)  0.11
H (0.2506, 1.7219, 0.5083)  0.09

The spin multiplicity is 1. The calculation puts the HOMO energy at -0.30125 hartree. As for the charge: 0. The lowest unoccupied orbital energy is 1.057 eV. The SMILES is CNc1cc[nH]n1. For the energy above the lowest of the compared OMol25 structures with the same formula, charge and spin, the calculation gives 80.1 kJ/mol.



ORCA calculation (the ωB97M-V functional and the def2-TZVPD basis) on a structure of composition C37H64NO2Si2 in a non-equilibrium geometry.

Last column: Löwdin charge in e.
Cartesian coordinates (Å):
C (5.5598, -5.4667, 0.2122)  -0.09
C (4.4465, -5.0438, 1.1878)  -0.62
C (3.7046, -6.2910, 1.6907)  -0.09
C (5.0523, -4.2841, 2.3783)  -0.09
Si (3.2479, -3.8906, 0.2487)  0.52
C (4.1617, -2.3992, -0.3553)  -0.14
C (2.3581, -4.8560, -1.0651)  -0.13
O (2.0168, -3.3317, 1.3409)  -0.19
N (1.2626, -2.5542, 0.4024)  -0.17
O (-0.0123, -3.1088, 0.3180)  -0.20
Si (-0.9043, -4.0785, 1.4160)  0.56
C (0.0793, -5.5173, 2.0627)  -0.15
C (-1.4343, -2.9103, 2.7659)  -0.15
C (-2.4210, -4.7130, 0.3881)  -0.60
C (-2.4509, -6.2494, 0.3370)  -0.10
C (-2.3093, -4.1705, -1.0476)  -0.10
C (-3.7302, -4.2088, 1.0168)  -0.11
C (1.2013, -1.2490, 0.9098)  -0.36
C (-0.0017, -0.4939, 0.4728)  -0.04
C (2.1628, -0.7220, 1.7180)  0.09
H (6.1372, -4.6088, -0.1569)  0.08
H (6.2599, -6.1408, 0.7265)  0.09
H (5.1635, -6.0039, -0.6602)  0.08
H (2.9032, -6.0423, 2.3990)  0.06
H (3.2695, -6.8728, 0.8672)  0.08
H (4.4225, -6.9407, 2.2133)  0.09
H (4.2807, -3.9399, 3.0812)  0.08
H (5.7264, -4.9573, 2.9279)  0.09
H (5.6402, -3.4143, 2.0559)  0.08
H (4.9081, -2.7295, -1.0915)  0.04
H (3.4641, -1.7120, -0.8497)  0.04
H (4.6751, -1.8560, 0.4467)  0.04
H (3.0920, -5.2013, -1.8078)  0.04
H (1.8152, -5.7266, -0.6788)  0.03
H (1.6424, -4.1926, -1.5693)  0.04
H (-0.5719, -6.1521, 2.6848)  0.05
H (0.4942, -6.1452, 1.2638)  0.04
H (0.8981, -5.1608, 2.6996)  0.03
H (-2.0429, -3.4447, 3.5120)  0.04
H (-0.5489, -2.5114, 3.2784)  0.04
H (-2.0248, -2.0708, 2.3775)  0.02
H (-2.5593, -6.6958, 1.3343)  0.08
H (-3.3179, -6.5644, -0.2642)  0.09
H (-1.5517, -6.6684, -0.1344)  0.08
H (-2.3179, -3.0727, -1.0803)  0.07
H (-1.4029, -4.5254, -1.5561)  0.08
H (-3.1761, -4.5232, -1.6293)  0.09
H (-3.7928, -3.1119, 1.0269)  0.07
H (-4.5757, -4.5827, 0.4189)  0.09
H (-3.8646, -4.5719, 2.0446)  0.08
H (0.1810, 0.5791, 0.5937)  0.07
H (-0.2404, -0.7078, -0.5731)  0.08
H (-0.8798, -0.7511, 1.0760)  0.07
H (2.1191, 0.3484, 1.8994)  0.06
H (2.9496, -1.3300, 2.1548)  0.06
C (-0.4797, 9.7511, -0.8980)  -0.05
C (-0.0808, 8.3092, -0.9412)  -0.26
C (-0.3121, 7.5511, -2.0864)  -0.01
C (0.0820, 6.2183, -2.1834)  -0.20
C (-0.2066, 5.5609, -3.5055)  -0.05
C (0.6983, 5.5924, -1.0818)  -0.13
C (1.1477, 4.1358, -1.1328)  -0.31
C (2.3254, 3.9367, -2.0939)  -0.03
C (-0.0118, 3.1394, -1.4206)  -0.13
C (-1.1073, 3.1949, -0.4457)  0.13
C (-2.3267, 2.5128, -0.4804)  -0.09
C (-3.2688, 2.7362, 0.5944)  -0.16
C (-2.9473, 3.6759, 1.7152)  -0.03
C (-4.4923, 2.0892, 0.6057)  0.02
C (-4.8692, 1.2141, -0.4192)  -0.20
C (-6.2109, 0.5553, -0.3849)  -0.01
C (-3.9725, 0.9860, -1.4654)  0.02
C (-2.7284, 1.5980, -1.5301)  -0.14
C (-1.8886, 1.2858, -2.7246)  -0.02
C (0.9359, 6.3547, 0.0779)  -0.22
C (1.6246, 5.7622, 1.2783)  -0.05
C (0.5418, 7.6889, 0.1422)  0.00
H (-0.2110, 10.1882, 0.0669)  0.08
H (0.0208, 10.3260, -1.6879)  0.09
H (-1.5596, 9.8762, -1.0476)  0.09
H (-0.8049, 8.0216, -2.9422)  0.13
H (0.3083, 4.6134, -3.6623)  0.05
H (-1.2879, 5.3887, -3.6336)  0.10
H (0.0960, 6.2263, -4.3310)  0.10
H (1.5244, 3.8641, -0.1388)  0.12
H (3.1445, 4.6098, -1.8124)  0.10
H (2.6962, 2.9057, -2.0367)  0.09
H (2.0582, 4.1494, -3.1341)  0.07
H (-0.4124, 3.3429, -2.4211)  0.10
H (0.4264, 2.1245, -1.4371)  0.14
H (-0.9424, 3.8831, 0.3840)  0.12
H (-3.7988, 3.7376, 2.4039)  0.09
H (-2.0757, 3.3405, 2.2936)  0.10
H (-2.7406, 4.6919, 1.3526)  0.10
H (-5.1882, 2.2679, 1.4270)  0.14
H (-6.3431, -0.0815, -1.2647)  0.09
H (-6.3308, -0.0642, 0.5142)  0.11
H (-7.0195, 1.2987, -0.3725)  0.11
H (-4.2738, 0.3054, -2.2658)  0.13
H (-2.3648, 0.4831, -3.3033)  0.10
H (-1.7989, 2.1458, -3.4039)  0.11
H (-0.8848, 0.9316, -2.4608)  0.08
H (1.7339, 6.5327, 2.0512)  0.08
H (1.0517, 4.9340, 1.7212)  0.08
H (2.6295, 5.3871, 1.0375)  0.09
H (0.7308, 8.2605, 1.0547)  0.12

The spin multiplicity is 1. The calculation puts the HOMO energy at -0.38583 hartree. As for the charge: +1. The lowest unoccupied orbital energy is -5.325 eV.



ORCA calculation (the ωB97M-V functional and the def2-TZVPD basis) on a structure of composition C30H38AlN6O7P2.

Last column: Löwdin charge in e.
Cartesian coordinates (Å):
Al (0.5798, 0.7845, 0.0819)  0.08
C (-3.1331, -0.3775, 2.6137)  -0.06
N (-3.4303, -0.6959, 1.2134)  -0.27
C (-4.5915, -1.5662, 1.0220)  -0.06
P (-2.2488, -0.7239, 0.1096)  0.55
O (-1.2198, 0.3047, 0.4863)  -0.16
O (-1.5827, -2.1990, 0.1356)  -0.24
P (-0.0666, -2.4179, -0.3997)  0.54
O (0.5949, -1.1149, -0.6919)  -0.19
N (-0.2065, -3.2632, -1.7825)  -0.29
C (0.6789, -3.0018, -2.9220)  -0.06
C (-0.7203, -4.6298, -1.7124)  -0.08
N (0.5933, -3.2062, 0.8639)  -0.27
C (2.0318, -3.4744, 0.7830)  -0.06
C (-0.1300, -4.1542, 1.7102)  -0.08
N (-2.7986, -0.5651, -1.4029)  -0.28
C (-3.2996, 0.7518, -1.8123)  -0.05
C (-3.2250, -1.6663, -2.2645)  -0.08
H (-4.0490, -0.0259, 3.0861)  0.10
H (-2.3972, 0.4200, 2.6628)  0.08
H (-2.7715, -1.2551, 3.1581)  0.09
H (-5.4559, -1.1137, 1.5056)  0.10
H (-4.4250, -2.5572, 1.4530)  0.10
H (-4.8203, -1.6740, -0.0356)  0.07
H (0.9968, -1.9635, -2.9203)  0.08
H (0.1290, -3.2016, -3.8421)  0.09
H (1.5569, -3.6519, -2.8953)  0.09
H (-1.4194, -4.7413, -0.8835)  0.08
H (0.0852, -5.3597, -1.5920)  0.09
H (-1.2557, -4.8575, -2.6345)  0.09
H (2.5181, -2.7665, 0.1122)  0.09
H (2.2234, -4.4928, 0.4345)  0.10
H (2.4666, -3.3518, 1.7752)  0.09
H (-0.0283, -5.1792, 1.3436)  0.09
H (-1.1829, -3.8959, 1.7703)  0.08
H (0.2865, -4.1038, 2.7175)  0.09
H (-2.9674, 1.5215, -1.1194)  0.08
H (-4.3911, 0.7521, -1.8427)  0.10
H (-2.9154, 0.9878, -2.8050)  0.10
H (-2.8940, -2.6201, -1.8671)  0.07
H (-2.7917, -1.5401, -3.2574)  0.10
H (-4.3139, -1.6768, -2.3591)  0.09
C (3.1110, 2.1583, -3.1745)  -0.06
C (4.3366, 1.8103, -2.6232)  -0.07
C (4.3787, 1.1824, -1.3905)  -0.02
C (3.1900, 0.9055, -0.7148)  -0.16
C (1.9372, 1.2595, -1.2487)  -0.08
C (1.9329, 1.8875, -2.4902)  -0.08
C (3.2054, 0.2453, 0.6187)  -0.14
C (4.3836, -0.2744, 1.2126)  0.03
C (4.3155, -0.8838, 2.4241)  0.02
C (3.0779, -0.9897, 3.1050)  -0.16
C (2.9460, -1.6132, 4.3672)  -0.02
C (1.7281, -1.6754, 4.9813)  -0.06
C (0.5982, -1.0984, 4.3603)  -0.05
C (0.6984, -0.4936, 3.1390)  0.00
C (1.9457, -0.4444, 2.4814)  -0.16
N (2.0379, 0.1370, 1.2435)  0.15
H (3.0754, 2.6523, -4.1372)  0.11
H (5.2555, 2.0370, -3.1464)  0.11
H (5.3422, 0.9352, -0.9669)  0.10
H (0.9974, 2.1896, -2.9480)  0.09
H (5.3249, -0.1913, 0.6941)  0.11
H (5.2074, -1.2943, 2.8821)  0.13
H (3.8263, -2.0306, 4.8396)  0.12
H (1.6301, -2.1448, 5.9504)  0.11
H (-0.3557, -1.1178, 4.8717)  0.11
H (-0.1584, -0.0177, 2.6820)  0.09
O (0.5499, 4.0713, 2.1872)  0.11
C (0.2185, 3.5914, 1.1302)  -0.50
O (0.2233, 2.3109, 0.8769)  0.02
C (-0.3470, 4.4575, 0.0306)  -0.10
C (-0.5530, 5.8066, 0.2965)  0.02
C (-1.0748, 6.6417, -0.6790)  0.02
C (-1.3755, 6.0967, -1.9119)  -0.14
C (-1.1740, 4.7646, -2.2143)  0.01
C (-0.6550, 3.9475, -1.2246)  -0.01
N (-1.9390, 6.9773, -2.9634)  -0.35
O (-2.3090, 6.4459, -3.9897)  0.08
O (-2.1042, 8.1431, -2.6840)  0.09
H (-0.2978, 6.1853, 1.2759)  0.13
H (-1.2474, 7.6920, -0.4990)  0.12
H (-1.4174, 4.3973, -3.2003)  0.12
H (-0.4751, 2.9025, -1.4397)  0.08

The spin multiplicity is 1. The calculation puts the HOMO energy at -0.40738 hartree. As for the charge: +1. The lowest unoccupied orbital energy is -2.983 eV.



ORCA calculation (the ωB97M-V functional and the def2-TZVPD basis) on a structure of composition C20H29AsN4O3PdS2 in a non-equilibrium geometry.

Last column: Löwdin charge in e.
Cartesian coordinates (Å):
Pd (-1.1014, -1.0875, 0.7331)  0.85
C (2.8749, -1.2978, -0.7432)  0.00
C (1.3960, -1.2348, -0.5857)  -0.22
N (0.8235, -1.2378, 0.6684)  -0.15
N (1.5307, -1.3835, 1.7546)  0.00
C (0.9357, -1.3578, 2.9224)  -0.77
N (1.6350, -1.5253, 4.0504)  0.14
S (-0.7901, -1.0193, 3.0749)  0.68
C (0.4938, -1.1754, -1.6545)  -0.20
C (0.8747, -1.2221, -3.0297)  0.03
C (-0.0795, -1.2096, -4.0091)  -0.01
C (-1.4378, -1.1604, -3.6452)  0.00
C (-1.7655, -1.0807, -2.3041)  -0.10
N (-0.8548, -1.0733, -1.3371)  -0.01
H (3.3577, -1.2887, 0.2294)  0.08
H (3.2487, -0.4577, -1.3266)  0.09
H (3.1660, -2.2028, -1.2799)  0.11
H (2.6169, -1.7400, 4.0132)  0.13
H (1.1698, -1.4786, 4.9419)  0.11
H (1.9197, -1.2940, -3.2807)  0.12
H (0.1991, -1.2445, -5.0521)  0.13
H (-2.2135, -1.1919, -4.3913)  0.12
H (-2.7988, -1.0001, -1.9865)  0.13
O (-3.1912, 1.0820, 0.5379)  -0.13
C (-3.7305, 0.0103, 0.8408)  -0.48
O (-3.2044, -1.1163, 0.8441)  -0.15
H (-4.8046, 0.0537, 1.1244)  0.17
C (-1.6849, 3.4000, 1.4195)  -0.21
As (-0.9026, 1.7941, 0.6182)  1.32
C (-1.0002, 2.3372, -1.2532)  -0.23
C (1.1588, 2.1385, 1.1434)  -0.21
C (1.8179, 3.2663, 0.5064)  -0.31
C (2.0701, 4.4588, 1.2179)  -0.02
C (2.9243, 5.4141, 0.7056)  -0.05
C (3.5088, 5.2372, -0.5482)  -0.03
C (3.1978, 4.1048, -1.3010)  -0.05
C (2.3690, 3.1364, -0.7850)  -0.05
H (-1.0975, 4.2718, 1.1312)  0.05
H (-1.7453, 3.3310, 2.5066)  0.05
H (-2.6950, 3.4981, 1.0195)  0.04
H (-0.6307, 3.3592, -1.3419)  0.05
H (-2.0511, 2.3136, -1.5460)  0.05
H (-0.4317, 1.6772, -1.9072)  0.02
H (1.6187, 1.1909, 0.8647)  0.05
H (1.0758, 2.2544, 2.2265)  0.09
H (1.6344, 4.5951, 2.1981)  0.12
H (3.1654, 6.2859, 1.2973)  0.12
H (4.2015, 5.9668, -0.9395)  0.12
H (3.6278, 3.9632, -2.2797)  0.11
H (2.1619, 2.2497, -1.3681)  0.10
C (-1.6743, -5.9036, 1.5218)  -0.21
S (-2.3810, -4.2597, 1.1297)  0.89
C (-3.0790, -4.6992, -0.4977)  -0.22
O (-1.1502, -3.4583, 0.7673)  -0.64
H (-2.4853, -6.6129, 1.6488)  0.06
H (-1.1198, -5.8228, 2.4511)  0.06
H (-1.0149, -6.2163, 0.7173)  0.06
H (-3.8515, -5.4476, -0.3673)  0.06
H (-2.2873, -5.0836, -1.1333)  0.06
H (-3.5178, -3.8062, -0.9332)  0.04

The spin multiplicity is 1. The calculation puts the HOMO energy (alpha / beta) at -0.50859 / -0.50846 hartree. As for the charge: +2. The lowest unoccupied orbital energy (alpha / beta) is -8.644 / -8.636 eV.



ORCA calculation (the ωB97M-V functional and the def2-TZVPD basis) on a structure of composition C33H35F5N4OP2Pt in a non-equilibrium geometry.

Last column: Löwdin charge in e.
Cartesian coordinates (Å):
Pt (0.0787, -0.4490, 0.7366)  0.76
C (1.1463, -3.0492, -1.6497)  -0.09
C (0.6010, -2.2230, -2.5397)  -0.17
C (-0.5361, -2.5118, -3.4788)  -0.17
C (-1.7349, -3.3241, -2.9179)  -0.17
C (-1.9954, -3.0362, -1.4601)  -0.13
C (-1.2884, -3.5100, -0.4318)  -0.12
C (-0.2744, -4.6295, -0.4495)  -0.16
C (0.7245, -4.4887, -1.5913)  -0.16
C (-0.4728, 0.4082, 2.6650)  -0.22
H (2.0375, -2.7544, -1.0788)  0.08
H (1.2401, -1.3808, -2.8062)  0.06
H (-0.1283, -3.0812, -4.3285)  0.14
H (-0.9285, -1.5855, -3.9212)  0.10
H (-2.6388, -3.0752, -3.4982)  0.12
H (-1.5852, -4.3966, -3.1179)  0.12
H (-2.9047, -2.4472, -1.2687)  0.09
H (-1.5824, -3.2140, 0.5813)  0.06
H (-0.7459, -5.6244, -0.5171)  0.14
H (0.2335, -4.5688, 0.5313)  0.12
H (1.5649, -5.1853, -1.4587)  0.13
H (0.2668, -4.7714, -2.5539)  0.11
H (0.4360, 0.2098, 3.2570)  0.01
H (-1.3614, -0.0024, 3.1834)  0.02
H (-0.6110, 1.5095, 2.6173)  -0.02
P (-1.9616, 0.0179, -0.0012)  0.97
P (1.3076, 0.4104, -0.9768)  0.96
N (-3.0154, -1.1983, 0.9590)  -0.20
N (-2.9968, 1.4231, 0.2297)  -0.23
N (2.8942, -0.4471, -0.7755)  -0.24
N (2.2197, 1.9209, -1.2725)  -0.16
C (-1.5907, 0.2426, -1.7893)  -0.32
C (-0.1304, 0.6669, -2.1856)  -0.31
C (-2.4135, -1.9536, 1.9773)  -0.24
C (-3.2940, -2.9433, 2.4159)  -0.06
C (-4.5070, -2.7636, 1.6884)  -0.04
C (-4.3211, -1.6718, 0.8229)  -0.11
C (-3.3035, 1.9539, 1.4903)  -0.12
C (-4.4067, 2.7855, 1.3649)  -0.05
C (-4.8118, 2.7617, -0.0029)  -0.05
C (-3.9535, 1.9080, -0.6740)  -0.13
C (3.1569, -1.0182, 0.4792)  -0.17
C (4.1252, -2.0019, 0.3209)  -0.05
C (4.5913, -1.9602, -1.0288)  -0.03
C (3.8324, -0.9769, -1.6670)  -0.14
C (3.2079, 2.1732, -2.2304)  0.04
C (3.5661, 3.5179, -2.1795)  0.05
C (2.7587, 4.1268, -1.1741)  0.05
C (1.9347, 3.1359, -0.6572)  0.00
H (-2.2587, 1.0027, -2.2219)  0.07
H (-1.8518, -0.7289, -2.2459)  0.06
H (0.1151, 0.0746, -3.0694)  0.05
H (-0.0605, 1.7323, -2.4809)  0.10
H (-1.3602, -1.8177, 2.2148)  0.05
H (-3.0430, -3.6737, 3.1724)  0.11
H (-5.3881, -3.3801, 1.7769)  0.11
H (-5.0160, -1.1820, 0.1492)  0.12
H (-2.6610, 1.7081, 2.3227)  0.08
H (-4.8480, 3.3641, 2.1572)  0.11
H (-5.6099, 3.3241, -0.4539)  0.11
H (-3.9020, 1.6260, -1.7154)  0.10
H (2.5960, -0.6886, 1.3445)  0.07
H (4.4350, -2.6965, 1.0841)  0.11
H (5.3592, -2.5904, -1.4722)  0.12
H (3.9138, -0.5682, -2.6520)  0.09
H (3.5759, 1.3720, -2.8479)  0.12
H (4.3320, 3.9971, -2.7711)  0.13
H (2.7742, 5.1592, -0.8559)  0.13
H (1.1809, 3.1490, 0.1028)  0.10
F (2.2905, 6.3423, 4.5753)  0.19
C (2.1808, 5.1764, 3.9293)  -0.07
C (3.1876, 4.2225, 4.0910)  -0.10
F (4.2396, 4.4351, 4.9082)  0.15
C (3.1237, 3.0349, 3.4095)  -0.07
F (4.0749, 2.0878, 3.5219)  0.15
C (2.0563, 2.7642, 2.4796)  -0.27
O (2.0535, 1.7696, 1.7040)  -0.01
C (0.9959, 3.7422, 2.4382)  -0.10
F (-0.0995, 3.5325, 1.6452)  0.08
C (1.0752, 4.9252, 3.1187)  -0.11
F (0.1083, 5.8559, 3.0028)  0.15

The spin multiplicity is 5. The calculation puts the HOMO energy (alpha / beta) at -0.46281 / -0.47654 hartree. As for the charge: +2. As for the expectation value of S²: 6.0590. The lowest unoccupied orbital energy (alpha / beta) is -6.790 / -9.564 eV. For the energy above the lowest of the compared OMol25 structures with the same formula, charge and spin, the calculation gives 176.7 kJ/mol.